*w*
Density functional theory data (the ωB97M-V functional and the def2-TZVPD basis) for a cluster of 2 separate species, C6H15NO2 in total.

Geometry as ORCA input:
```
! wB97M-V def2-TZVPD RIJCOSX def2/J DEFGRID3
* xyz 0 1
C -0.2071 1.0949 0.0994
C 1.1442 1.5270 0.4374
C 1.5770 -0.8755 -0.6405
C -1.3938 -1.1737 -0.3208
C -0.0321 -0.9429 1.6332
C -0.6146 1.4680 -1.3244
N -0.2039 -0.5226 0.2373
O -1.2791 1.5471 0.9745
O 1.2181 -1.8321 -1.5504
H -0.8575 2.1178 1.6260
H 0.6820 -2.5281 -1.1466
H 1.4218 1.5138 1.4885
H 1.5444 2.3601 -0.1317
H 2.1348 -1.2093 0.2251
H 2.0784 -0.0819 -1.1658
H 0.8771 -0.5049 2.0402
H -1.4088 -1.0651 -1.4029
H -1.3799 -2.2408 -0.0879
H -2.3093 -0.7416 0.0997
H -0.8756 -0.6199 2.2492
H 0.0408 -2.0320 1.6825
H -0.4660 2.5392 -1.4551
H -1.6711 1.2607 -1.4945
H -0.0196 0.9419 -2.0725
*
```

Computed properties:
**Kohn-Sham gap**: 6.43 eV

*x*
Density functional theory data (the ωB97M-V functional and the def2-TZVPD basis) for a cluster of 2 separate species, C6H15NO2 in total.

Geometry as ORCA input:
```
! wB97M-V def2-TZVPD RIJCOSX def2/J DEFGRID3
* xyz 0 1
C -0.6594 2.0225 2.3895
N -0.1862 0.9169 1.5815
C 0.5901 0.0587 2.0744
C 1.1153 -1.0965 1.2790
O 0.9998 0.1160 3.3848
H 0.0825 2.8251 2.4015
H -1.5808 2.4004 1.9461
H -0.8781 1.7459 3.4247
H 2.2068 -1.0575 1.2401
H 0.7253 -1.0792 0.2648
H 0.8316 -2.0377 1.7561
H 1.5083 -0.6719 3.6071
C -2.1100 -0.3322 -1.6941
C -0.8494 0.4074 -1.7077
O 0.1459 -0.9596 -1.8876
C 1.2712 -0.8335 -2.7176
H -1.4472 -1.3156 -2.0023
H -2.5188 -0.5116 -0.7055
H -2.8341 -0.0258 -2.4431
H -0.6544 0.9927 -2.6074
H -0.5083 0.8392 -0.7657
H 0.9992 -0.4446 -3.7131
H 2.0093 -0.1467 -2.2796
H 1.7415 -1.8123 -2.8260
*
```

Computed properties:
**Kohn-Sham gap**: 10.09 eV

*y*
Density functional theory data (the ωB97M-V functional and the def2-TZVPD basis) for a cluster of 3 separate species, C6H15NO2 in total.

Geometry as ORCA input:
```
! wB97M-V def2-TZVPD RIJCOSX def2/J DEFGRID3
* xyz 0 1
C 1.8807 -0.7496 0.1117
C 0.3424 1.2934 -0.3286
C 1.5097 -1.4525 -1.1519
N 1.4201 -1.1773 1.2626
O 2.9525 0.0491 0.1489
H 3.0883 0.4668 -0.7122
H 1.7611 -0.6765 2.0737
H 0.3180 -1.3606 1.2109
H 0.4671 -1.7571 -1.0994
H 0.9500 1.6565 0.5018
H -0.4155 2.0475 -0.5314
H 0.8970 1.2149 -1.2685
H 2.1507 -2.3349 -1.2510
H 1.6527 -0.8064 -2.0158
C -2.1865 0.1622 -0.9495
C -1.7230 0.8758 1.4877
C -1.3521 -0.0078 0.3081
O -1.0221 -1.2109 0.5889
H -0.9492 0.8209 2.2536
H -2.3643 1.2064 -1.2003
H -3.1511 -0.3272 -0.7810
H -1.7026 -0.3345 -1.7890
H -1.8749 1.9168 1.2083
H -2.6492 0.4850 1.9221
*
```

Computed properties:
**Kohn-Sham gap**: 7.70 eV

Which of them is most stable? Easy: *x*.

*w*
Density functional theory data (the ωB97M-V functional and the def2-TZVPD basis) for a structure of composition C6H15NO2.

Geometry as ORCA input:
```
! wB97M-V def2-TZVPD RIJCOSX def2/J DEFGRID3
* xyz 0 1
C 1.5366 -1.0529 0.5642
C 1.4228 -0.7909 2.0290
O 2.0278 -2.2618 0.1997
O -0.2394 -1.2795 0.0281
H 1.5058 -2.9423 0.6528
H -0.1507 -1.5045 -0.9094
H 2.0014 -0.2714 -0.0199
H 2.3921 -0.9824 2.5054
H 0.6686 -1.4350 2.4848
H 1.1393 0.2470 2.1936
C 0.8196 1.4046 -1.6233
C -1.8423 0.4045 -1.4633
C -1.7033 0.7441 1.0473
C -0.9338 0.5517 -0.2462
N 0.2110 1.2418 -0.3187
H 0.2360 2.0617 -2.2829
H 1.8050 1.8660 -1.4999
H 0.9850 0.4597 -2.1693
H -1.3044 -0.0044 -2.3205
H -2.6875 -0.2468 -1.2353
H -2.2267 1.3867 -1.7484
H -2.5849 0.1029 1.0947
H -2.0060 1.7902 1.1344
H -1.0718 0.5109 1.9032
*
```

Computed properties:
**Kohn-Sham gap**: 8.57 eV

*x*
Density functional theory data (the ωB97M-V functional and the def2-TZVPD basis) for a cluster of 2 separate species, C6H15NO2 in total.

Geometry as ORCA input:
```
! wB97M-V def2-TZVPD RIJCOSX def2/J DEFGRID3
* xyz 0 1
C 1.3192 0.9482 -0.3755
C 0.5896 -0.0472 -0.8672
C 0.7778 -0.6814 -2.2052
O -0.8175 -0.4164 -0.3868
C -1.6958 0.4948 0.3273
C -1.8830 1.7954 -0.4385
N -1.3385 0.7405 1.6898
H 2.1752 1.2875 -0.9352
H 1.1420 1.4254 0.5724
H 0.6627 -1.7668 -2.1228
H 1.7746 -0.4716 -2.5816
H 0.0261 -0.3147 -2.9076
H -2.6389 -0.0640 0.3342
H -2.6527 2.3865 0.0526
H -2.1878 1.5834 -1.4610
H -0.9652 2.3778 -0.4534
H -0.4852 1.2758 1.7777
H -1.2530 -0.1138 2.2249
C 1.5508 -1.7621 1.5302
O 0.7702 -2.0867 0.4121
H 0.9437 -1.4582 2.3947
H 2.2520 -0.9509 1.2981
H 2.1323 -2.6429 1.8071
H -0.1988 -1.5387 0.3138
*
```

Computed properties:
**Kohn-Sham gap**: 10.04 eV

*y*
Density functional theory data (the ωB97M-V functional and the def2-TZVPD basis) for a cluster of 2 separate species, C6H15NO2 in total.

Geometry as ORCA input:
```
! wB97M-V def2-TZVPD RIJCOSX def2/J DEFGRID3
* xyz 0 1
C -1.3041 -2.1502 0.6858
C -0.8134 -1.5489 1.9672
C -1.8032 -0.5404 2.5270
N -1.4804 0.7925 2.4644
O -2.8615 -0.9464 2.9546
H -1.2996 -1.4245 -0.1449
H -2.3453 -2.4302 0.8205
H -0.6824 -2.9152 0.2247
H -0.7744 -2.2969 2.7649
H 0.2277 -1.2454 1.7921
H -2.0760 1.5563 2.7204
H -0.5068 0.9706 2.4717
C 1.6444 0.0472 -1.0222
C 1.2516 0.8598 -2.2643
C 0.5148 2.1297 -1.8607
O 2.3689 1.2739 -3.0561
H 1.3474 0.5344 -0.0902
H 2.7279 -0.0509 -0.8798
H 1.2190 -0.9548 -1.0339
H 0.6517 0.1999 -2.8958
H 1.1299 2.8002 -1.2687
H 0.1381 2.6188 -2.7676
H -0.4302 1.9376 -1.3467
H 3.1558 0.7829 -2.7624
*
```

Computed properties:
**Kohn-Sham gap**: 10.56 eV

Which of them is most stable? Easy: *y*.

*w*
Density functional theory data (the ωB97M-V functional and the def2-TZVPD basis) for a cluster of 2 separate species, CH7NO in total.

Geometry as ORCA input:
```
! wB97M-V def2-TZVPD RIJCOSX def2/J DEFGRID3
* xyz 0 1
C -0.9682 -0.6082 0.0030
N -0.2935 0.7260 -0.0806
H -0.7636 -1.0734 0.9443
H -2.0598 -0.6957 -0.1898
H -0.5688 -1.2336 -0.8080
H -0.8307 1.2977 -0.7934
H -0.5650 1.2517 0.7469
O 2.1799 -0.2893 -0.0970
H 1.2274 0.0248 -0.0689
H 2.6424 0.6000 0.3435
*
```

Computed properties:
**Kohn-Sham gap**: 10.99 eV

*x*
Density functional theory data (the ωB97M-V functional and the def2-TZVPD basis) for a structure of composition CH7NO.

Geometry as ORCA input:
```
! wB97M-V def2-TZVPD RIJCOSX def2/J DEFGRID3
* xyz 0 1
C -0.5230 -1.0114 -1.5255
H 2.7158 1.2595 3.3629
H 1.3593 1.1668 2.4843
H -0.9824 1.0304 -1.5150
H -1.9038 0.1473 -0.3627
H -0.7329 -2.0508 -0.8952
H -1.0788 -1.4456 -2.4296
H 0.6261 -0.9980 -1.7015
N -1.0264 0.2977 -0.8294
O 1.5461 1.6041 3.4117
*
```

Computed properties:
**Kohn-Sham gap**: 10.22 eV

Which of them is most stable? Easy: *w*.

*w*
Density functional theory data (the ωB97M-V functional and the def2-TZVPD basis) for a cluster of 5 separate species, C10H30O10 in total.

Geometry as ORCA input:
```
! wB97M-V def2-TZVPD RIJCOSX def2/J DEFGRID3
* xyz 0 1
O 17.7665 19.0157 15.1748
C 16.7260 18.3596 14.4958
C 16.9927 18.4194 12.9585
O 18.1393 17.6136 12.6824
H 18.5452 18.7267 14.6934
H 16.3723 17.4082 14.8930
H 15.9141 19.0691 14.6555
H 17.1954 19.4316 12.6083
H 16.1594 18.0448 12.3639
H 18.8067 18.2962 12.7838
O 14.6935 7.7680 5.5670
C 13.9804 8.9781 5.5276
C 12.5064 8.9755 5.7826
O 11.7998 8.1890 4.8986
H 14.0962 7.1717 6.0244
H 14.4968 9.6850 6.1771
H 14.1825 9.4442 4.5632
H 12.3056 10.0456 5.7310
H 12.2492 8.4990 6.7286
H 10.8590 8.3719 4.9534
O 21.3545 10.5363 6.2298
C 20.9324 10.2322 4.9002
C 19.8153 9.2791 4.8649
O 20.2064 7.8747 5.0433
H 22.0294 9.8708 6.3826
H 20.6389 11.2265 4.5637
H 21.7935 9.9056 4.3170
H 19.3827 9.3142 3.8651
H 19.0550 9.7007 5.5223
H 19.6314 7.5331 5.7319
O 23.5269 16.2077 15.4020
C 22.6845 15.4265 14.4880
C 23.2842 15.4590 13.0435
O 24.5936 14.8799 13.0969
H 24.4408 15.9139 15.4009
H 22.5983 14.4653 14.9949
H 21.6159 15.6416 14.4922
H 23.3676 16.3599 12.4355
H 22.6150 14.9059 12.3844
H 24.8629 14.6224 12.2121
O 18.3926 12.4135 12.1037
C 17.1536 11.6680 11.9154
C 16.6241 11.6605 10.4660
O 17.5874 11.4166 9.4071
H 18.1568 13.3048 11.8360
H 17.4150 10.6264 12.1020
H 16.5284 12.0933 12.7005
H 16.1331 12.5835 10.1576
H 15.9181 10.8309 10.4267
H 18.4184 11.0868 9.7568
*
```

Computed properties:
**Kohn-Sham gap**: 10.46 eV

*x*
Density functional theory data (the ωB97M-V functional and the def2-TZVPD basis) for a cluster of 5 separate species, C10H30O10 in total.

Geometry as ORCA input:
```
! wB97M-V def2-TZVPD RIJCOSX def2/J DEFGRID3
* xyz 0 1
O 0.9540 -1.5964 7.2312
C 0.8183 -0.9687 5.9679
C 0.3434 -2.0213 5.0042
O -0.0381 -1.4102 3.7654
H 1.8160 -1.3851 7.5943
H 0.0519 -0.1921 6.0154
H 1.7675 -0.5761 5.6043
H -0.4653 -2.6213 5.4399
H 1.1202 -2.7885 4.8640
H -0.3767 -2.1382 3.2391
O 0.2750 -0.5581 0.0325
C 0.0078 0.8392 0.0524
C -0.1413 1.3544 1.4517
O -1.3576 0.8397 2.0384
H -0.2481 -0.9964 0.7113
H 0.8339 1.3491 -0.4416
H -0.9048 1.0484 -0.5149
H -0.1162 2.4441 1.4571
H 0.6581 0.9193 2.0574
H -1.1158 0.5717 2.9333
O -5.2412 -1.7555 -1.3789
C -3.8143 -1.5588 -1.4701
C -3.4504 -0.1510 -1.0826
O -3.7541 0.1404 0.2696
H -5.4314 -2.2348 -0.5696
H -3.3060 -2.3108 -0.8636
H -3.5911 -1.7401 -2.5243
H -3.9599 0.5817 -1.7064
H -2.3763 -0.0202 -1.2805
H -3.0251 -0.1125 0.8487
O 0.7861 2.1848 -3.7366
C -0.0965 3.2222 -3.3510
C 0.5620 4.1221 -2.3245
O 1.3829 5.1356 -2.9411
H 0.5649 1.3407 -3.3315
H -0.3010 3.8267 -4.2369
H -1.0528 2.8607 -2.9617
H 1.2264 3.5407 -1.6784
H -0.1512 4.6864 -1.7254
H 1.9216 4.6943 -3.6042
O 3.8037 -2.1619 -4.0240
C 3.2061 -2.5598 -2.7978
C 2.7195 -1.4207 -1.9437
O 1.5061 -0.8484 -2.4547
H 4.6861 -1.8375 -3.8278
H 2.4351 -3.2985 -3.0121
H 3.9670 -3.1117 -2.2184
H 3.5152 -0.6683 -1.9278
H 2.4909 -1.7827 -0.9402
H 0.8957 -0.8763 -1.7076
*
```

Computed properties:
**Kohn-Sham gap**: 9.88 eV

Which of them is most stable? Easy: *x*.